An isolated ion of composition C2HCl2O2 and charge -1 in a non-equilibrium geometry, computed with ωB97M-V/def2-TZVPD.

Cartesian coordinates (Å):
C1 1.7641 -1.1418 -0.0355
C2 0.7826 0.3462 -0.0849
O1 2.9608 -1.1209 -0.0554
O2 0.9506 -2.0214 0.0983
Cl1 0.8981 1.3279 -1.5280
Cl2 0.8647 1.4740 1.3872
H1 -0.2206 -0.0444 -0.2683

Force components x, y, z for each atom (eV/Å):
-1.3 1.8 0.7
0.3 -1.1 0.2
1.9 1.0 -0.4
-1.7 -1.7 0.0
0.8 0.8 -1.0
-0.1 -0.9 -0.7
0.1 0.0 1.3

SMILES: O=C([O-])C(Cl)Cl
Kohn-Sham gap: 0.2995 Eh
E_LUMO: 3.59 eV
net charge: -1


C30H28BBr4Cl2F4N3O3SeSi2W as an isolated structure in a non-equilibrium geometry, computed with ωB97M-V/def2-TZVPD.

Cartesian coordinates (Å):
W1 -0.1335 0.0366 0.1462
C1 0.8210 -2.7451 2.4325
Si1 -0.6565 -2.3040 1.3545
C2 -0.9318 -3.6571 0.0579
C3 -2.1287 -2.3505 2.5070
C4 -2.4895 -3.4919 3.2330
C5 -3.5452 -3.4496 4.1266
C6 -4.2550 -2.2630 4.3045
C7 -3.9085 -1.1355 3.5803
C8 -2.8425 -1.1733 2.6730
Si2 -2.4505 0.2434 1.5090
C9 -2.7681 1.8453 2.4294
C10 -3.7877 0.0050 0.1794
H1 0.6352 -3.7412 2.8528
H2 0.8976 -2.0333 3.2562
H3 1.7821 -2.7716 1.9264
H4 -1.4048 -4.4929 0.5881
H5 -0.0064 -4.0322 -0.3860
H6 -1.6171 -3.3638 -0.7413
H7 -1.9370 -4.4217 3.1136
H8 -3.8160 -4.3339 4.6919
H9 -5.0786 -2.2254 5.0084
H10 -4.4742 -0.2185 3.7263
H11 -3.8561 1.9120 2.5568
H12 -2.4423 2.7248 1.8788
H13 -2.2967 1.8532 3.4097
H14 -4.7276 -0.0502 0.7435
H15 -3.6655 -0.9482 -0.3400
H16 -3.8963 0.7999 -0.5597
Br1 6.4214 2.2007 -1.2540
C11 4.8683 1.5057 -0.4389
C12 4.9363 0.9636 0.8430
Br2 6.5552 0.9442 1.8027
C13 3.7887 0.4101 1.4192
Br3 3.7826 -0.4077 3.1010
C14 2.6059 0.4552 0.7137
O1 1.4526 -0.1059 1.1726
C15 2.4918 1.0387 -0.5565
O2 1.2963 1.0178 -1.1076
C16 3.6597 1.5274 -1.1407
Br4 3.5562 2.0995 -2.9333
Cl1 -2.8813 -1.0545 -3.7833
C17 -1.2788 -1.6204 -3.5436
C18 -0.6336 -2.3644 -4.5586
C19 0.6283 -2.8486 -4.3876
Cl2 1.3810 -3.7473 -5.6604
C20 1.3396 -2.6381 -3.1774
C21 2.6242 -3.1124 -2.8526
C22 3.1303 -2.8480 -1.6125
C23 2.3738 -2.1119 -0.6827
N1 1.1901 -1.6315 -0.9705
C24 0.6831 -1.8874 -2.1957
C25 -0.6083 -1.3595 -2.3853
O3 -1.0770 -0.6969 -1.3365
H17 -1.1648 -2.5477 -5.4831
H18 3.1882 -3.6843 -3.5785
H19 4.1089 -3.2017 -1.3184
H20 2.7537 -1.9269 0.3097
F1 0.1044 0.9896 3.3629
B1 0.5299 2.1440 2.7271
F2 0.1790 1.9404 1.2091
F3 1.8958 2.3344 2.7495
F4 -0.1520 3.2768 3.1161
C26 -0.5006 4.9081 0.4871
N2 0.0070 4.4740 -0.8105
C27 0.9133 5.1836 -1.5653
C28 1.0801 4.5088 -2.7227
N3 0.2804 3.3942 -2.6583
C29 0.1145 2.4088 -3.7194
C30 -0.3648 3.3692 -1.4756
Se1 -1.6781 2.1052 -1.0402
H21 -0.5771 5.9930 0.4767
H22 0.1526 4.5797 1.2817
H23 -1.4823 4.4709 0.6350
H24 1.3566 6.0963 -1.2063
H25 1.7044 4.7162 -3.5731
H26 0.7548 2.6992 -4.5478
H27 -0.9234 2.3880 -4.0425
H28 0.4132 1.4343 -3.3463

Force components x, y, z for each atom (eV/Å):
0.1 0.5 -1.2
-0.1 -0.1 0.0
0.1 0.2 0.1
0.0 -0.1 0.1
0.1 -0.2 0.0
0.0 0.0 0.0
0.0 0.0 0.0
0.0 0.0 0.0
0.0 0.1 0.0
-0.2 0.2 0.2
0.0 -0.2 -0.1
-0.1 0.0 -0.2
-0.1 0.0 0.2
0.0 0.1 0.0
0.0 0.0 0.0
0.0 0.0 0.0
0.1 0.0 -0.1
0.0 0.0 0.0
0.0 0.0 0.0
0.0 0.1 0.0
0.0 0.0 0.0
0.0 0.0 0.0
0.1 -0.1 0.0
0.1 0.0 0.0
0.0 0.0 0.0
0.0 0.0 0.0
0.0 0.0 -0.1
0.0 0.0 0.0
0.0 -0.1 0.0
0.0 0.0 0.0
0.0 0.0 0.0
0.0 0.0 0.0
0.0 0.0 0.0
0.0 0.1 -0.2
0.0 -0.1 0.0
-0.3 0.0 0.2
0.6 -0.1 0.2
0.4 -0.2 0.1
-0.3 0.1 0.2
-0.1 -0.1 0.0
0.0 0.0 0.0
-0.1 0.0 0.0
0.1 0.0 -0.1
-0.1 0.0 -0.1
0.1 0.0 0.0
0.0 0.0 0.0
-0.1 0.1 0.1
0.1 -0.1 -0.1
0.1 -0.1 0.1
0.1 0.0 0.1
-0.2 -0.1 0.3
0.0 0.0 -0.1
0.1 -0.3 0.2
-0.2 0.4 -0.1
0.0 0.0 0.0
0.0 0.0 0.0
0.0 0.0 0.0
0.0 0.0 0.0
0.1 0.4 -0.3
0.3 -0.1 0.3
-0.3 0.0 0.4
-0.4 -0.1 -0.1
0.0 -0.2 -0.2
0.0 0.0 -0.2
0.0 -0.1 0.0
0.0 0.0 0.1
0.0 0.0 -0.1
-0.1 0.1 0.1
0.0 0.1 0.1
0.1 0.0 -0.3
0.0 -0.1 0.3
0.0 0.0 0.0
0.1 0.0 0.2
0.0 0.0 0.0
0.0 -0.1 0.0
0.0 0.0 0.0
0.0 0.0 0.0
0.0 0.0 0.0
0.0 -0.1 0.0

Kohn-Sham gap: 0.2416 Eh
E_LUMO: -1.51 eV
net charge: 0


A 2-piece molecular cluster, C3H8NO overall in a non-equilibrium geometry, computed with ωB97M-V/def2-TZVPD.

Cartesian coordinates (Å):
C1 0.2274 -1.2344 -1.8605
N1 -0.7981 -1.3766 -1.1203
H1 0.4402 -0.2352 -2.2164
H2 0.8513 -2.0801 -2.1201
H3 -1.4201 -0.5780 -1.1080
H4 -1.1357 -2.2150 -0.6681
C2 1.1701 0.7410 1.5412
C3 0.0513 1.4157 1.3678
O1 -1.1329 0.8777 0.8918
H5 2.0254 0.9948 2.1581
H6 1.2657 -0.3171 1.2976
H7 -0.0259 2.4904 1.5355
H8 -1.5187 1.5169 0.3014

Force components x, y, z for each atom (eV/Å):
-0.1 -0.5 0.3
-0.2 0.7 -1.0
0.0 -0.1 -0.3
0.2 0.0 0.2
-0.1 0.1 0.9
0.2 -0.4 -0.1
0.3 -1.5 0.5
0.1 1.0 -0.1
0.7 -0.8 -0.4
-0.2 1.0 -0.4
-0.6 0.0 -0.1
0.1 -0.2 0.4
-0.5 0.6 0.0

Kohn-Sham gap: 0.2660 Eh
E_LUMO: -5.77 eV
net charge: +1